No. 1
A cluster of 2 separate species, C7H16Si in total in a non-equilibrium geometry. Source: the Open Molecules 2025 dataset; level of theory: wB97M-V/def2-TZVPD.

Each atom is followed by the atoms it is bonded to, with distances in Å.
Geometry (Å):
1 C -3.2363 1.4929 0.2185  C2 1.362, H9 1.052, H10 1.110
2 C -1.9543 1.2543 -0.1730  C1 1.362, Si8 1.864, H11 1.108
3 C 2.0270 -0.3698 1.2052  C7 1.538, H12 1.080, H13 1.086, H14 1.149
4 C 1.3954 -0.2380 -1.2398  C7 1.506, H15 1.041, H16 1.096, H17 1.110
5 C 1.3139 1.7860 0.1931  C7 1.578, H18 1.083, H19 1.098, H20 1.131
6 C -1.6854 -2.5625 -0.6519  H21 1.074, H22 1.145, H23 0.996
7 C 1.0739 0.2272 0.1560  C3 1.538, C4 1.506, C5 1.578, Si8 1.979
8 Si -0.8423 -0.0430 0.5714  C2 1.864, C7 1.979, H24 1.483
9 H -4.0081 2.1006 -0.1573  C1 1.052
10 H -3.5957 0.6519 0.8474  C1 1.110
11 H -1.4971 1.8595 -0.9813  C2 1.108
12 H 2.1388 -1.4440 1.2076  C3 1.080
13 H 2.9562 0.0405 0.8196  C3 1.086
14 H 2.0819 0.0721 2.2648  C3 1.149
15 H 2.3217 0.0893 -1.5851  C4 1.041
16 H 0.7667 0.1492 -2.0502  C4 1.096
17 H 1.5292 -1.3393 -1.2751  C4 1.110
18 H 0.4316 2.3928 0.0312  C5 1.083
19 H 1.5497 1.9329 1.2549  C5 1.098
20 H 2.0969 2.0381 -0.5829  C5 1.131
21 H -0.9568 -2.6597 -1.4349  C6 1.074
22 H -1.4624 -3.2657 0.2235  C6 1.145
23 H -2.6052 -2.5178 -1.0314  C6 0.996
24 H -1.1855 -0.3788 1.9744  Si8 1.483

**HOMO-LUMO gap**: 0.28432 hartree
**Lowest unoccupied orbital energy**: 0.20 eV
**Energy relative to the best compared isomer or geometry (same formula, charge and spin)**: 5.449 eV
**HOMO level**: -7.53 eV

Results of the natural (NBO) charge analysis, in e, for atoms 1 through 6: -0.33, -0.70, -0.63, -0.62, -0.62, -0.79

=====

No. 2
A cluster of 2 separate species, C7H17ClNSi in total in a non-equilibrium geometry. Source: the Open Molecules 2025 dataset; level of theory: wB97M-V/def2-TZVPD.

Each atom is followed by the atoms it is bonded to, with distances in Å.
Geometry (Å):
1 C -2.0898 0.4319 -0.3321  C2 1.314, H11 1.037
2 C -2.3145 0.9247 -1.5291  C1 1.314, Cl10 1.663, H12 1.132
3 C -1.3789 -2.6228 -0.2703  N8 1.500, H13 1.132, H14 1.085, H15 1.060
4 C 0.8265 2.5451 -0.3785  Si9 1.943, H16 1.154, H17 1.084, H18 1.037
5 C 2.7817 0.0593 0.0799  Si9 1.864, H19 1.029, H20 1.178, H21 1.084
6 C 0.6489 0.5515 2.3164  Si9 1.944, H22 1.175, H23 1.157, H24 1.073
7 C -0.1994 -0.3859 -0.4653  N8 1.524, Si9 1.998, H25 1.173
8 N -0.1414 -1.8280 0.0232  C3 1.500, C7 1.524, H26 1.029, H27 0.997
9 Si 1.1162 0.8100 0.4473  C4 1.943, C5 1.864, C6 1.944, C7 1.998
10 Cl -3.6523 1.8068 -1.9727  C2 1.663
11 H -2.7506 0.4849 0.4654  C1 1.037
12 H -1.5059 0.8172 -2.3139  C2 1.132
13 H -1.1168 -3.7116 -0.1057  C3 1.132
14 H -2.2405 -2.4205 0.3580  C3 1.085
15 H -1.6995 -2.4524 -1.2666  C3 1.060
16 H -0.1824 2.4801 -0.9356  C4 1.154
17 H 0.7154 3.5039 0.1150  C4 1.084
18 H 1.5299 2.6664 -1.1309  C4 1.037
19 H 3.0151 -0.5428 0.8809  C5 1.029
20 H 2.7317 -0.6557 -0.8551  C5 1.178
21 H 3.6049 0.6948 -0.2267  C5 1.084
22 H 0.2881 -0.5512 2.5032  C6 1.175
23 H 1.5913 0.7376 2.9622  C6 1.157
24 H -0.0696 1.2655 2.6704  C6 1.073
25 H -0.1496 -0.4914 -1.6327  C7 1.173
26 H 0.7078 -2.2040 -0.4199  N8 1.029
27 H -0.0664 -1.9139 1.0133  N8 0.997

**HOMO-LUMO gap (spin up / spin down)**: 0.21387 / 0.29872 hartree
**Lowest unoccupied orbital energy (spin up / spin down)**: -3.09 / -5.97 eV
**Energy relative to the best compared isomer or geometry (same formula, charge and spin)**: 1.221 eV
**HOMO level (spin up / spin down)**: -8.91 / -14.10 eV
**Charge**: +1
**2S+1**: 3

Results of the natural (NBO) charge analysis, in e, for atoms 1 through 6: -0.08, -0.40, -0.42, -1.08, -1.14, -1.09

=====

No. 3
The molecule C7H17N in a non-equilibrium geometry. Source: the Open Molecules 2025 dataset; level of theory: wB97M-V/def2-TZVPD.

Each atom is followed by the atoms it is bonded to, with distances in Å.
Geometry (Å):
1 C 0.2018 -1.5291 -2.8412  C2 1.506, H9 1.169, H10 1.104, H11 1.086
2 C 0.0773 -0.0467 -2.6036  C1 1.506, C3 1.500, H12 1.109, H13 1.084
3 C -0.9490 0.3635 -1.5890  C2 1.500, C4 1.569, H14 1.098, H15 1.023
4 C -0.1107 1.3909 -0.7502  C3 1.569, C5 1.548, H16 1.214, H17 1.001
5 C 0.3148 1.0016 0.6865  C4 1.548, N6 1.478, H18 1.031, H19 1.107
6 N -0.4789 1.1031 1.9296  C5 1.478, C7 1.465, H20 0.979
7 C 0.1779 0.4285 3.0514  N6 1.465, C8 1.632, H21 1.127, H22 1.092
8 C 0.3271 -1.1924 2.9318  C7 1.632, H23 1.081, H24 1.050, H25 1.044
9 H 1.0967 -2.0836 -2.3338  C1 1.169
10 H 0.6104 -1.8743 -3.8072  C1 1.104
11 H -0.7699 -2.0043 -2.7493  C1 1.086
12 H -0.4988 0.3846 -3.4474  C2 1.109
13 H 0.9135 0.6424 -2.5696  C2 1.084
14 H -1.3435 -0.4871 -1.0167  C3 1.098
15 H -1.7554 0.8459 -1.9926  C3 1.023
16 H -0.5518 2.5117 -0.9023  C4 1.214
17 H 0.7779 1.6010 -1.1610  C4 1.001
18 H 0.4355 -0.0134 0.5484  C5 1.031
19 H 1.3355 1.3826 0.8822  C5 1.107
20 H -1.3841 0.7368 1.8566  N6 0.979
21 H 1.1602 0.9805 3.0207  C7 1.127
22 H -0.4681 0.6668 3.8985  C7 1.092
23 H 0.7114 -1.7751 2.1064  C8 1.081
24 H 0.8110 -1.4611 3.8246  C8 1.050
25 H -0.6409 -1.5727 3.0270  C8 1.044

**HOMO-LUMO gap**: 0.34907 hartree
**Lowest unoccupied orbital energy**: 1.07 eV
**Energy relative to the best compared isomer or geometry (same formula, charge and spin)**: 3.645 eV
**HOMO level**: -8.43 eV
**SMILES**: CCCCCNCC

Results of the natural (NBO) charge analysis, in e, for atoms 1 through 6: -0.63, -0.42, -0.40, -0.37, -0.22, -0.62

=====

No. 4
A cluster of 2 separate species, C7H17N3 in total in a non-equilibrium geometry. Source: the Open Molecules 2025 dataset; level of theory: wB97M-V/def2-TZVPD.

Each atom is followed by the atoms it is bonded to, with distances in Å.
Geometry (Å):
1 C -1.5931 -1.1954 -2.7876  C5 1.528, H11 1.166, H12 1.103, H13 1.142
2 C -0.4681 1.6799 2.7920  C7 1.567, H14 1.097, H15 1.154, H16 1.034
3 C 1.7299 0.4302 2.9751  C7 1.524, H17 1.052, H18 1.062, H19 1.171
4 C 1.4482 -2.0410 0.7395  N8 1.221, H20 1.035, H21 1.110
5 C -1.6028 0.3325 -2.7880  C1 1.528, C6 1.522, H23 1.059, H24 1.017
6 C -0.5101 0.9616 -1.9350  C5 1.522, H22 1.064, H25 1.082, H26 1.099
7 C 0.2530 0.2994 2.6228  C2 1.567, C3 1.524, N10 1.472, H27 1.111
8 N 0.5684 -1.1956 0.7937  C4 1.221, N9 1.291, N10 1.389
9 N -0.6783 -0.9141 0.6151  N8 1.291, N10 1.448
10 N 0.2055 0.0928 1.1657  C7 1.472, N8 1.389, N9 1.448
11 H -0.5525 -1.6213 -3.0946  C1 1.166
12 H -2.3424 -1.7075 -3.4140  C1 1.103
13 H -1.7603 -1.4301 -1.6829  C1 1.142
14 H -0.1345 2.0991 3.7489  C2 1.097
15 H -1.6043 1.5807 2.9655  C2 1.154
16 H -0.3254 2.3544 2.0219  C2 1.034
17 H 1.7979 0.6991 3.9897  C3 1.052
18 H 2.0877 1.1834 2.3177  C3 1.062
19 H 2.4721 -0.4753 2.9554  C3 1.171
20 H 1.3399 -2.9822 0.3234  C4 1.035
21 H 2.5279 -1.7993 0.8262  C4 1.110
22 H -0.0899 1.7184 -2.5544  C6 1.064
23 H -1.4645 0.5634 -3.8123  C5 1.059
24 H -2.4795 0.7434 -2.4771  C5 1.017
25 H 0.3117 0.3035 -1.6873  C6 1.082
26 H -0.9304 1.5309 -1.0937  C6 1.099
27 H -0.3716 -0.4936 3.0869  C7 1.111

**HOMO-LUMO gap**: 0.33049 hartree
**Lowest unoccupied orbital energy**: 0.97 eV
**Energy relative to the best compared isomer or geometry (same formula, charge and spin)**: 7.078 eV
**HOMO level**: -8.02 eV

Results of the natural (NBO) charge analysis, in e, for atoms 1 through 6: -0.61, -0.61, -0.63, -0.23, -0.40, -0.60